Entry 1:
# C25H72F3N6O9S

A cluster of 7 separate species, C25H72F3N6O9S in total (ωB97M-V/def2-TZVPD, the Open Molecules 2025 dataset).

```
116
C25H72F3N6O9S, DFT ωB97M-V/def2-TZVPD
C -5.450 -1.742 2.791
C -4.281 -1.045 2.034
C -4.782 0.378 1.474
O -3.751 1.095 0.819
C -4.085 2.375 0.215
N -3.055 -0.873 2.937
H -2.476 -0.223 2.425
H -3.307 -0.561 3.864
H -2.517 -1.712 3.104
H -5.655 -1.218 3.725
H -5.160 -2.710 3.198
H -6.383 -1.834 2.236
H -3.847 -1.619 1.216
H -5.095 1.094 2.234
H -5.629 0.281 0.794
H -3.178 2.877 -0.122
H -4.548 3.052 0.932
H -4.552 2.180 -0.750
C 6.800 -2.917 -2.854
C 5.998 -1.766 -3.603
C 5.620 -0.687 -2.569
O 4.590 -1.203 -1.825
C 3.779 -0.290 -1.112
N 6.875 -1.210 -4.724
H 6.899 -2.022 -5.325
H 6.512 -0.348 -5.104
H 7.832 -1.009 -4.472
H 7.828 -2.620 -2.646
H 6.912 -3.850 -3.406
H 6.460 -3.295 -1.889
H 5.064 -2.043 -4.091
H 5.219 0.161 -3.124
H 6.456 -0.255 -2.019
H 3.071 0.125 -1.829
H 4.315 0.547 -0.662
H 3.183 -0.857 -0.397
C -4.299 -1.188 -1.690
C -4.060 -1.766 -3.133
C -3.990 -3.276 -3.199
O -3.734 -3.726 -4.461
C -2.412 -3.634 -4.947
N -5.020 -1.287 -4.241
H -4.544 -1.315 -5.131
H -5.869 -1.824 -4.350
H -5.387 -0.367 -4.042
H -3.403 -1.254 -1.073
H -5.173 -1.672 -1.253
H -4.510 -0.119 -1.664
H -3.079 -1.429 -3.467
H -4.928 -3.742 -2.898
H -3.165 -3.591 -2.561
H -2.365 -3.497 -6.027
H -2.036 -4.607 -4.633
H -1.879 -2.868 -4.383
C 3.151 -4.286 -3.036
C 2.081 -3.144 -2.848
C 1.006 -2.892 -3.969
O 0.145 -1.721 -3.781
C 0.079 -0.735 -4.870
N 1.325 -3.502 -1.503
H 1.039 -4.468 -1.570
H 2.099 -3.582 -0.859
H 0.666 -2.810 -1.174
H 2.798 -5.316 -2.981
H 3.965 -4.232 -2.313
H 3.629 -4.208 -4.012
H 2.556 -2.201 -2.577
H 0.408 -3.800 -4.051
H 1.584 -2.719 -4.876
H -0.288 -1.165 -5.803
H 1.090 -0.364 -5.036
H -0.522 0.161 -4.716
C -1.894 3.295 3.827
C -2.368 4.650 4.374
C -3.278 5.449 3.427
O -3.714 6.610 4.121
C -3.843 7.806 3.386
N -2.952 4.474 5.756
H -2.213 4.374 6.438
H -3.532 5.270 5.981
H -3.521 3.645 5.854
H -1.233 2.788 4.530
H -1.285 3.394 2.929
H -2.715 2.635 3.547
H -1.573 5.357 4.613
H -4.216 4.962 3.158
H -2.781 5.647 2.477
H -2.869 8.035 2.953
H -4.207 8.601 4.037
H -4.612 7.591 2.645
C 5.512 2.179 4.127
C 4.485 1.270 3.473
C 3.960 0.220 4.581
O 2.710 -0.202 4.153
C 2.707 -1.293 3.214
N 3.340 2.161 3.111
H 3.764 2.860 2.516
H 2.594 1.649 2.662
H 2.833 2.655 3.831
H 6.481 1.710 4.293
H 5.228 2.513 5.125
H 5.722 2.977 3.415
H 4.864 0.939 2.506
H 3.764 0.803 5.481
H 4.642 -0.615 4.746
H 3.347 -1.027 2.373
H 1.659 -1.560 3.081
H 3.196 -2.159 3.662
C -0.458 1.427 -0.439
F -1.576 0.868 -0.897
F 0.385 1.738 -1.398
F -0.859 2.535 0.266
S 0.357 0.113 0.755
O 1.583 0.724 1.208
O -0.641 -0.079 1.787
O 0.582 -1.096 -0.030
```

Summary:
ΔE to the lowest compared entry with this formula, charge and spin = 90.8 kcal per mole
Total charge = +5
HOMO level = -19.267 eV
HOMO-LUMO gap = 9.5206 eV

---

Entry 2:
# C54H50AsN5O3Re

A structure of composition C54H50AsN5O3Re (ωB97M-V/def2-TZVPD, the Open Molecules 2025 dataset).

```
114
C54H50AsN5O3Re, DFT ωB97M-V/def2-TZVPD
Re -0.995 -0.415 0.990
O 5.061 -4.564 3.543
C 4.119 -5.293 2.914
O 4.303 -6.446 2.667
C 2.842 -4.591 2.527
C 2.009 -5.246 1.625
C 0.827 -4.662 1.209
C 0.476 -3.411 1.707
C 1.283 -2.765 2.617
C 2.464 -3.356 3.032
N -0.725 -2.738 1.305
C -1.790 -3.407 1.163
C -3.037 -2.724 0.798
C -4.196 -3.430 0.569
C -5.356 -2.733 0.256
C -5.306 -1.354 0.193
C -4.102 -0.709 0.429
N -2.981 -1.380 0.725
H 4.799 -3.639 3.624
H 2.316 -6.214 1.249
H 0.211 -5.153 0.464
H 0.957 -1.829 3.038
H 3.059 -2.829 3.767
H -1.831 -4.477 1.362
H -4.189 -4.511 0.647
H -6.282 -3.262 0.073
H -6.185 -0.767 -0.035
H -4.025 0.368 0.393
C -0.442 -0.348 -5.921
C 0.034 1.019 -5.495
C 0.401 1.965 -6.443
C 0.861 3.224 -6.081
C 0.996 3.543 -4.740
C 0.656 2.610 -3.769
C 0.147 1.371 -4.145
N -0.196 0.372 -3.173
C -0.730 0.530 -1.948
N -1.176 1.748 -1.617
C -1.874 2.167 -0.455
C -1.902 1.421 0.723
C -2.616 1.945 1.815
C -3.269 3.157 1.729
C -3.205 3.884 0.544
C -2.509 3.414 -0.558
C -2.440 4.228 -1.828
N -0.814 -0.499 -1.100
C -0.646 -1.817 -1.678
C 0.540 -2.521 -1.490
C 0.701 -3.790 -2.023
C -0.340 -4.368 -2.739
C -1.528 -3.671 -2.912
C -1.707 -2.388 -2.396
C -3.008 -1.660 -2.624
H -0.493 -0.412 -7.006
H -1.434 -0.570 -5.530
H 0.236 -1.143 -5.589
H 0.318 1.708 -7.494
H 1.130 3.943 -6.844
H 1.387 4.508 -4.441
H 0.848 2.837 -2.726
H 0.026 -0.581 -3.419
H -1.140 2.421 -2.367
H -2.636 1.400 2.750
H -3.810 3.548 2.582
H -3.702 4.845 0.474
H -2.986 5.161 -1.711
H -2.880 3.701 -2.681
H -1.410 4.490 -2.092
H 1.339 -2.078 -0.907
H 1.634 -4.323 -1.878
H -0.229 -5.360 -3.161
H -2.342 -4.129 -3.466
H -3.843 -2.361 -2.640
H -3.010 -1.142 -3.583
H -3.198 -0.912 -1.857
C 4.734 -0.522 4.146
C 4.885 -0.370 2.775
C 3.812 0.048 1.994
C 2.580 0.315 2.584
C 2.420 0.124 3.956
C 3.495 -0.287 4.733
As 1.137 1.000 1.463
C 2.151 1.644 -0.039
C 2.210 0.895 -1.208
C 3.068 1.268 -2.234
C 3.863 2.398 -2.094
C 3.809 3.146 -0.922
C 2.962 2.769 0.110
C 0.496 2.600 2.341
C 0.081 2.547 3.670
C -0.430 3.684 4.280
C -0.551 4.868 3.564
C -0.176 4.908 2.228
C 0.344 3.777 1.615
H 5.577 -0.820 4.758
H 5.844 -0.558 2.307
H 3.959 0.177 0.932
H 1.464 0.279 4.434
H 3.364 -0.415 5.800
H 1.603 0.008 -1.320
H 3.118 0.676 -3.140
H 4.531 2.693 -2.894
H 4.443 4.016 -0.803
H 2.964 3.330 1.034
H 0.115 1.622 4.225
H -0.737 3.643 5.318
H -0.941 5.756 4.044
H -0.285 5.823 1.660
H 0.622 3.823 0.571
C -2.039 -0.900 3.864
O -1.062 -0.469 2.922
H -1.974 -0.288 4.763
H -1.864 -1.939 4.150
H -3.056 -0.817 3.471
```

Summary:
2S+1 = 4
ΔE to the lowest compared entry with this formula, charge and spin = 0.0 kcal per mole
Total charge = +2
HOMO level (alpha / beta) = -13.111 / -13.271 eV
HOMO-LUMO gap (alpha / beta) = 6.9796 / 6.7894 eV

---

Entry 3:
# C3H3NO2

A structure of composition C3H3NO2 (ωB97M-V/def2-TZVPD, the Open Molecules 2025 dataset).

```
9
C3H3NO2, DFT ωB97M-V/def2-TZVPD
C 0.639 -1.457 0.053
C -1.399 0.701 -0.028
C 0.444 -0.063 0.451
N 0.604 -2.565 -0.208
O -2.591 0.645 0.164
O 1.185 0.912 -0.065
H 0.643 -0.067 1.527
H -0.881 1.284 -0.909
H 1.356 0.611 -0.986
```

Summary:
ΔE to the lowest compared entry with this formula, charge and spin = 89.9 kcal per mole
Total charge = 0
HOMO level = -9.558 eV
HOMO-LUMO gap = 9.5492 eV

---

Entry 4:
# C27H40BrInN12O2

A structure of composition C27H40BrInN12O2 (ωB97M-V/def2-TZVPD, the Open Molecules 2025 dataset).

```
83
C27H40BrInN12O2, DFT ωB97M-V/def2-TZVPD
C -1.122 5.230 1.331
C -1.058 3.907 1.185
In 0.069 2.477 2.472
Br 1.826 3.666 4.040
C -1.400 1.235 3.655
O -1.038 0.657 4.722
O -2.571 1.140 3.196
H -0.689 5.741 2.185
H -1.619 5.856 0.589
H -1.638 3.496 0.363
H 0.983 1.370 1.421
C -2.435 -2.154 1.792
C -1.470 -2.279 0.701
N -0.717 -2.382 -0.160
H -3.397 -2.551 1.468
H -2.085 -2.712 2.658
H -2.552 -1.097 2.078
C 0.347 8.488 -0.973
C -1.018 7.980 -0.913
N -2.067 7.525 -0.820
H 0.955 7.968 -0.234
H 0.763 8.313 -1.964
H 0.361 9.555 -0.766
C 4.237 10.541 -1.866
C 2.858 10.985 -2.045
N 1.773 11.337 -2.178
H 4.485 9.789 -2.611
H 4.909 11.389 -1.978
H 4.360 10.112 -0.874
C 0.240 -4.958 -2.156
C 1.175 -5.139 -3.267
N 1.846 -5.318 -4.184
H -0.736 -5.324 -2.451
H 0.586 -5.516 -1.287
H 0.157 -3.903 -1.888
C -0.534 -0.706 -3.404
C -0.675 0.374 -2.432
N -0.803 1.156 -1.601
H -0.957 -1.618 -2.977
H -1.059 -0.460 -4.322
H 0.513 -0.869 -3.620
C 5.256 14.954 -1.010
C 5.874 13.946 -1.867
N 6.357 13.147 -2.534
H 4.942 15.804 -1.612
H 4.387 14.529 -0.512
H 5.970 15.288 -0.261
C 0.791 -0.397 7.029
C 2.207 -0.051 6.942
N 3.321 0.229 6.884
H 0.284 0.292 7.700
H 0.305 -0.342 6.048
H 0.699 -1.412 7.421
C -2.631 -6.749 0.212
C -2.747 -5.660 -0.756
N -2.840 -4.801 -1.512
H -1.663 -7.234 0.109
H -2.723 -6.360 1.222
H -3.418 -7.480 0.037
C -5.232 -8.480 3.495
C -3.802 -8.255 3.308
N -2.677 -8.079 3.159
H -5.643 -7.723 4.159
H -5.741 -8.423 2.533
H -5.394 -9.461 3.932
C 1.456 -1.932 -7.319
C 1.331 -0.825 -6.375
N 1.227 0.045 -5.633
H 1.040 -2.838 -6.883
H 0.920 -1.696 -8.236
H 2.506 -2.100 -7.552
C -5.056 -12.833 3.738
C -5.132 -11.819 4.785
N -5.183 -11.021 5.609
H -5.505 -13.760 4.090
H -5.590 -12.491 2.854
H -4.015 -13.015 3.479
C 4.155 -3.075 -3.593
C 4.331 -2.014 -2.605
N 4.492 -1.182 -1.831
H 3.692 -3.943 -3.138
H 3.523 -2.725 -4.407
H 5.127 -3.359 -3.994
```

Summary:
Total charge = -2
HOMO level = 0.458 eV
HOMO-LUMO gap = 1.7077 eV

---

Results for E: -73397.3372, -133360.7774, -8741.2333, -125835.5166 (in eV, following the order of the records).